No. 1
Computed, not measured: a 14-piece molecular cluster, C52H108N4O24 overall at a distorted geometry, with ωB97M-V with the def2-TZVPD basis set.

Last column: Löwdin charge in e.
Geometry (Å):
C 6.5199 2.9422 -4.5279  -0.3532
O 6.8921 4.0032 -4.9840  0.0120
N 5.2783 2.4444 -4.7375  -0.1812
C 4.8220 1.1711 -4.2363  -0.0682
C 4.3241 3.1799 -5.5719  -0.0204
H 7.2132 2.2507 -4.0302  0.1352
H 5.4935 0.8401 -3.4406  0.0905
H 4.8181 0.3880 -4.9974  0.0805
H 3.8358 1.2020 -3.7699  0.0578
H 3.9762 2.4726 -6.3284  0.0889
H 3.4953 3.5768 -4.9924  0.0670
H 4.8515 3.9494 -6.1280  0.0893
C -1.8241 4.4183 3.9488  -0.3244
O -2.3983 5.3360 4.5209  -0.0024
N -2.3913 3.7638 2.9185  -0.1728
C -1.6574 3.0373 1.9152  -0.0586
C -3.7864 3.9950 2.5712  -0.0329
H -0.7930 4.1271 4.1738  0.1190
H -1.9136 1.9811 1.8319  0.0598
H -0.5952 3.1914 2.1188  0.0734
H -1.7778 3.5411 0.9556  0.0515
H -3.7994 4.3648 1.5410  0.0842
H -4.3848 3.0845 2.6346  0.0804
H -4.2877 4.7422 3.1786  0.0903
C -4.0361 -4.7915 -2.6364  -0.3434
O -3.4828 -5.8660 -2.7417  0.0128
N -3.3768 -3.6134 -2.8383  -0.1903
C -3.9475 -2.3246 -2.5137  -0.0553
C -2.0918 -3.6265 -3.5424  -0.0302
H -5.0822 -4.6463 -2.3349  0.1284
H -3.2853 -1.7466 -1.8646  0.0760
H -4.8781 -2.4129 -1.9553  0.0678
H -4.1529 -1.8130 -3.4585  0.0929
H -1.5919 -2.7213 -3.1945  0.0830
H -1.6073 -4.5323 -3.1896  0.0778
H -2.1679 -3.5456 -4.6259  0.0730
C 3.2297 6.0896 -3.3168  -0.3464
O 3.9423 7.0746 -3.4153  0.0096
N 3.5577 5.0095 -2.5830  -0.1758
C 4.7730 4.9842 -1.8039  -0.0332
C 2.6184 3.9135 -2.4240  -0.0549
H 2.3335 5.9922 -3.9451  0.1345
H 4.6546 4.9553 -0.7188  0.0878
H 5.4520 5.7904 -2.0622  0.0918
H 5.3055 4.0703 -2.0884  0.0800
H 3.0413 2.9415 -2.6899  0.0662
H 2.2562 3.8784 -1.3978  0.0676
H 1.7768 3.9873 -3.1130  0.0780
O -5.4939 -3.7921 0.1264  0.0894
C -6.2642 -2.8960 0.3496  -0.5661
O -6.0923 -1.7870 1.0530  0.0061
C -4.7735 -1.5556 1.6220  -0.1941
C -4.7308 -1.9499 3.0896  -0.0253
C -7.7475 -3.0709 0.0211  0.0186
H -4.7932 -0.4687 1.5809  0.0784
H -3.9410 -1.8977 1.0128  0.1110
H -5.3828 -1.3845 3.7515  0.0824
H -3.7061 -1.7968 3.4218  0.0529
H -5.0590 -2.9916 3.0386  0.0887
H -8.3098 -3.4771 0.8563  0.0885
H -7.9112 -3.7423 -0.8255  0.0787
H -8.1591 -2.1567 -0.4132  0.0805
O -1.5539 -4.6285 1.8330  0.0904
C -1.3507 -5.4033 0.9314  -0.5335
O -1.2597 -6.7272 1.0373  0.0001
C -1.4898 -7.2808 2.3362  -0.2158
C -1.2278 -8.8030 2.3825  -0.0566
C -1.2949 -5.0028 -0.5175  0.0279
H -2.5530 -7.1603 2.5423  0.1263
H -0.8193 -6.8292 3.0654  0.1190
H -0.4416 -9.0157 1.6590  0.0776
H -2.1723 -9.2742 2.1222  0.0716
H -0.9322 -9.0422 3.3994  0.0721
H -0.7320 -4.0791 -0.6484  0.0871
H -2.3279 -4.7837 -0.8024  0.0723
H -0.9568 -5.8006 -1.1713  0.0898
O -6.1358 1.9071 1.2634  0.0983
C -5.5868 2.1102 0.2090  -0.5539
O -5.9482 2.8945 -0.8095  0.0030
C -7.1085 3.7286 -0.6459  -0.2162
C -7.1020 4.6496 0.5458  -0.0680
C -4.3006 1.4062 -0.1165  0.0226
H -8.0083 3.1056 -0.6834  0.1259
H -7.2353 4.2691 -1.5857  0.1184
H -7.4381 4.1200 1.4352  0.0761
H -7.8734 5.4018 0.3664  0.0818
H -6.1397 5.1376 0.6858  0.0779
H -3.5150 2.0269 -0.5447  0.0808
H -4.6315 0.6297 -0.8152  0.0991
H -3.9050 0.9086 0.7592  0.0485
O 0.9167 -2.6548 -4.6588  0.0942
C 1.1797 -2.0016 -5.6349  -0.5288
O 0.5947 -2.0663 -6.8368  0.0083
C -0.3329 -3.1314 -7.0545  -0.2022
C 0.4382 -4.4394 -7.1725  -0.0647
C 2.2115 -0.9201 -5.5307  0.0230
H -0.9510 -2.9837 -7.9349  0.1244
H -1.0140 -3.2462 -6.2103  0.0835
H -0.2142 -5.3104 -7.2695  0.0823
H 1.1185 -4.6365 -6.3477  0.0741
H 1.0100 -4.4371 -8.1045  0.0783
H 2.1821 -0.3533 -4.5999  0.0561
H 1.9826 -0.2002 -6.3197  0.0906
H 3.2468 -1.2588 -5.5442  0.0893
O 5.6882 -2.5636 -1.7896  0.0979
C 5.7874 -2.7975 -0.6190  -0.5317
O 5.2461 -3.8913 -0.0265  -0.0223
C 4.2725 -4.6523 -0.6944  -0.2623
C 4.6339 -6.1560 -0.6689  -0.0469
C 6.8519 -2.1862 0.2719  0.0281
H 4.0021 -4.3744 -1.7163  0.1133
H 3.2978 -4.4900 -0.2161  0.1161
H 4.8528 -6.4358 0.3579  0.0752
H 5.5156 -6.1721 -1.3113  0.0794
H 3.8435 -6.7553 -1.1106  0.0769
H 6.9244 -1.1347 0.0229  0.0905
H 7.7071 -2.8363 0.0902  0.0989
H 6.5789 -2.3791 1.3085  0.0733
O 1.2798 3.1711 3.6972  0.0878
C 2.2821 2.8868 3.1010  -0.5244
O 3.5159 3.2288 3.5094  0.0113
C 3.5984 3.8684 4.7711  -0.2513
C 4.9126 4.6057 4.9436  -0.0559
C 2.3320 2.3044 1.7017  0.0424
H 3.3100 3.1661 5.5607  0.0898
H 2.8135 4.6105 4.9626  0.1263
H 5.7734 3.9770 4.7056  0.0766
H 5.0579 4.9053 5.9805  0.0804
H 4.9380 5.4747 4.2888  0.0786
H 2.4616 3.1751 1.0611  0.0806
H 1.4159 1.7801 1.4331  0.0597
H 3.0816 1.5187 1.6220  0.0825
O -0.3490 -1.1702 5.9331  0.1028
C -1.0961 -1.4410 5.0353  -0.5192
O -2.1391 -0.6980 4.5964  -0.0463
C -2.1666 0.7364 4.7047  -0.2086
C -3.4210 1.1201 5.4402  -0.0442
C -1.1003 -2.8094 4.4095  0.0159
H -2.2087 1.1674 3.7018  0.0877
H -1.2442 1.0960 5.1637  0.1262
H -3.5779 2.1940 5.2814  0.0747
H -3.3108 0.8164 6.4763  0.0891
H -4.2853 0.7768 4.8678  0.0750
H -0.1023 -3.2209 4.2807  0.0880
H -1.6255 -2.8233 3.4565  0.0474
H -1.6188 -3.5334 5.0417  0.0982
O 1.6975 0.4610 -2.3384  0.0818
C 1.5927 -0.5835 -1.7403  -0.5258
O 0.6961 -0.9080 -0.8058  -0.0027
C -0.2656 0.0167 -0.3059  -0.2129
C -1.0821 -0.7372 0.7114  -0.0307
C 2.6000 -1.6751 -1.9390  0.0228
H -0.7623 0.5444 -1.1268  0.1123
H 0.2851 0.8323 0.1885  0.0982
H -1.7982 -1.3444 0.1532  0.0640
H -1.6406 -0.0143 1.3145  0.0549
H -0.4531 -1.2966 1.3969  0.0836
H 2.8382 -2.0650 -0.9496  0.0674
H 3.5078 -1.3252 -2.4219  0.0767
H 2.1940 -2.4470 -2.5952  0.0838
O -0.9908 3.0251 -1.3325  0.0829
C -0.9524 3.8326 -2.2323  -0.5286
O -0.7323 5.1423 -2.0142  -0.0045
C -0.8141 5.6680 -0.7119  -0.2089
C 0.5094 5.4694 0.0047  -0.0546
C -1.0667 3.4603 -3.6682  0.0304
H -1.5126 5.1038 -0.0843  0.0932
H -1.2698 6.6563 -0.7114  0.1300
H 0.4961 5.9876 0.9758  0.0928
H 1.3996 5.7202 -0.5619  0.0721
H 0.5241 4.4977 0.5057  0.0492
H -2.1189 3.4582 -3.9525  0.0975
H -0.6433 2.4772 -3.8537  0.0902
H -0.5244 4.2169 -4.2364  0.0868
O 1.7996 -0.5236 3.1732  0.1105
C 2.9359 -0.8859 3.3219  -0.5428
O 3.6075 -0.9882 4.4747  0.0071
C 3.0248 -0.6780 5.7262  -0.2051
C 2.6932 0.7991 5.8781  -0.0559
C 3.7362 -1.4313 2.1887  0.0249
H 3.6801 -0.9315 6.5667  0.1203
H 2.2340 -1.3977 5.9536  0.1143
H 2.3179 1.0063 6.8819  0.0945
H 1.8943 1.0606 5.1814  0.0629
H 3.5366 1.4737 5.7320  0.0594
H 3.9225 -2.4926 2.3509  0.0991
H 4.7160 -0.9451 2.2632  0.0909
H 3.3437 -1.2070 1.2036  0.0756

No. 2
Computed, not measured: a 9-piece molecular cluster, C52H117N7O9 overall at a distorted geometry, with ωB97M-V with the def2-TZVPD basis set.

Results
SMILES = CC1(C)CCCC(C)(C)N1O.CC1(C)CCCC(C)(C)N1O.CC1(C)CCCC(C)(C)N1O.CC1(C)CCCC(C)(C)N1O.CC1(C)CCCC(C)(C)N1O.NC(N)=O.CCO.CCO.CCO

Last column: Löwdin charge in e.
Geometry (Å):
C 2.1790 -1.5882 3.0401  -0.0216
C 2.0043 -0.4777 4.0640  -0.5006
C 3.0276 0.6308 3.8673  -0.0337
C 0.6064 0.1368 3.9505  -0.1283
C -0.4824 -0.6731 4.6481  -0.1695
C -0.1379 -0.7715 6.1238  -0.1425
C 1.1858 -1.5017 6.3536  -0.5273
C 1.6188 -1.2258 7.7954  -0.0292
C 0.9575 -2.9945 6.0987  -0.0237
N 2.1874 -0.9396 5.4498  -0.1104
O 3.4337 -1.5874 5.6242  -0.0085
H 3.2119 -1.9146 2.9079  0.0903
H 1.6103 -2.4937 3.2619  0.0663
H 1.7928 -1.2485 2.0717  0.0674
H 4.0317 0.2083 3.7788  0.0872
H 2.8556 1.1055 2.8916  0.0627
H 3.0260 1.4765 4.5526  0.0924
H 0.6393 1.1095 4.4510  0.1125
H 0.3039 0.2863 2.9121  0.1031
H -1.4300 -0.1562 4.4809  0.0912
H -0.5852 -1.6731 4.2180  0.0992
H -0.9489 -1.3284 6.6040  0.1217
H -0.1674 0.2344 6.5536  0.1250
H 0.7672 -1.1497 8.4713  0.0834
H 2.0144 -0.2040 7.7987  0.0884
H 2.4030 -1.9069 8.1172  0.0797
H 0.1727 -3.3595 6.7635  0.0882
H 1.8869 -3.5313 6.2981  0.0826
H 0.6836 -3.2042 5.0680  0.0601
H 3.9710 -0.9401 6.0936  0.1046
C -5.0087 5.6678 -5.4974  -0.0433
C -4.1356 4.6741 -4.7613  -0.5203
C -2.6628 5.0950 -5.0353  -0.0211
C -4.4107 4.7901 -3.2574  -0.1253
C -3.7067 3.7089 -2.4560  -0.1786
C -4.1029 2.3392 -2.9670  -0.1298
C -3.8580 2.1727 -4.4768  -0.5088
C -2.3458 1.9872 -4.7480  -0.0169
C -4.5582 0.8891 -4.9158  -0.0347
N -4.4523 3.3105 -5.1659  -0.0925
O -4.3840 3.1409 -6.5668  -0.0135
H -4.8883 5.6460 -6.5798  0.0823
H -6.0640 5.5023 -5.2541  0.0910
H -4.8501 6.7029 -5.1851  0.0863
H -2.3583 4.8228 -6.0507  0.0776
H -2.5921 6.1781 -4.9276  0.0872
H -1.9069 4.6829 -4.3713  0.0542
H -4.1873 5.7900 -2.8930  0.1275
H -5.4797 4.5700 -3.1458  0.1257
H -2.6237 3.8608 -2.4273  0.0902
H -4.0068 3.8021 -1.4078  0.1192
H -5.1750 2.1730 -2.7997  0.1269
H -3.6321 1.5280 -2.4058  0.1004
H -2.0777 2.2534 -5.7726  0.0784
H -2.0285 0.9617 -4.5545  0.0710
H -1.7415 2.6413 -4.1185  0.0560
H -4.3191 0.6032 -5.9425  0.0828
H -5.6349 1.0520 -4.8508  0.0939
H -4.2292 0.0393 -4.3140  0.0641
H -3.4850 3.3822 -6.8347  0.0752
C -3.1212 -3.7396 2.1089  -0.0206
C -3.9244 -2.7898 1.2063  -0.5036
C -5.3211 -2.6449 1.8350  -0.0279
C -3.2336 -1.4124 1.2196  -0.1280
C -3.5830 -0.5535 0.0244  -0.1623
C -3.2867 -1.2961 -1.2586  -0.1342
C -4.0439 -2.6339 -1.3834  -0.5146
C -5.5137 -2.3210 -1.7635  -0.0135
C -3.3724 -3.3775 -2.5173  -0.0299
N -3.9483 -3.3534 -0.1285  -0.0978
O -4.6921 -4.5588 -0.1614  0.0004
H -3.7662 -4.4228 2.6615  0.0833
H -2.3255 -4.2327 1.5471  0.0606
H -2.5321 -3.2360 2.8905  0.0787
H -5.9436 -1.9326 1.2903  0.0747
H -5.8069 -3.6213 1.8009  0.0796
H -5.2625 -2.3299 2.8767  0.0872
H -3.5478 -0.9343 2.1513  0.1081
H -2.1519 -1.5230 1.3284  0.0958
H -4.6382 -0.2534 -0.0056  0.1165
H -3.1045 0.4277 0.1217  0.1099
H -2.2370 -1.5735 -1.3898  0.0891
H -3.5949 -0.6761 -2.1018  0.0954
H -5.9851 -3.2978 -1.9177  0.0815
H -5.5882 -1.7780 -2.7058  0.0778
H -6.0739 -1.8264 -0.9735  0.0711
H -2.3519 -3.6173 -2.2372  0.0467
H -3.4431 -2.7954 -3.4421  0.0917
H -3.9021 -4.2852 -2.8312  0.0915
H -4.0234 -5.2462 -0.2588  0.1010
C 3.8748 -4.9929 -0.6170  -0.0394
C 2.4383 -5.3590 -0.2558  -0.5116
C 2.4125 -6.6904 0.5193  -0.0179
C 1.9359 -4.2340 0.6442  -0.1406
C 0.4052 -4.2032 0.7777  -0.1764
C -0.2485 -4.3088 -0.5809  -0.1400
C 0.1915 -5.4938 -1.4590  -0.5066
C -0.2984 -6.8054 -0.8380  -0.0245
C -0.4016 -5.3243 -2.8328  -0.0357
N 1.6578 -5.3816 -1.5052  -0.0851
O 2.2093 -6.3882 -2.3484  -0.0285
H 3.9142 -4.1568 -1.3157  0.0791
H 4.4576 -4.7992 0.2850  0.0899
H 4.4077 -5.8202 -1.0997  0.0838
H 2.4022 -7.5008 -0.2068  0.0810
H 3.3097 -6.7435 1.1377  0.0875
H 1.5570 -6.7798 1.1833  0.0696
H 2.2693 -4.3723 1.6810  0.1188
H 2.3253 -3.2409 0.4027  0.1088
H 0.0739 -5.0153 1.4296  0.1058
H 0.1141 -3.2838 1.2942  0.0884
H -0.2687 -3.3663 -1.1334  0.0977
H -1.3087 -4.5484 -0.3863  0.1017
H -1.3053 -7.0139 -1.2400  0.0825
H -0.4479 -6.8682 0.2342  0.0765
H 0.2305 -7.6596 -1.2675  0.0907
H -1.4548 -5.5820 -2.8526  0.0769
H 0.1436 -5.9727 -3.5287  0.0880
H -0.2344 -4.3417 -3.2822  0.0752
H 2.6458 -5.8947 -3.0488  0.1029
C 7.4182 2.1007 -0.9499  -0.0303
C 6.6801 3.0811 -0.0496  -0.5111
C 7.5602 3.3270 1.2168  -0.0314
C 6.5966 4.4556 -0.7352  -0.1434
C 5.6477 5.3993 -0.0115  -0.1808
C 4.2897 4.7384 0.1208  -0.1427
C 4.2601 3.4061 0.8490  -0.5065
C 4.3897 3.6554 2.3526  -0.0192
C 2.9570 2.7079 0.4952  -0.0339
N 5.3705 2.6053 0.3301  -0.1021
O 5.4207 1.3329 0.9423  -0.0165
H 7.0071 2.1666 -1.9666  0.0825
H 8.4712 2.3510 -1.0405  0.0827
H 7.2504 1.0732 -0.6356  0.0763
H 7.3948 2.5614 1.9791  0.0819
H 8.6275 3.2956 0.9775  0.0767
H 7.4098 4.2917 1.6991  0.0640
H 7.6090 4.8692 -0.7335  0.1222
H 6.3331 4.3633 -1.7950  0.1179
H 6.1453 5.7213 0.9032  0.0992
H 5.5310 6.3278 -0.5778  0.1148
H 3.8269 4.6532 -0.8660  0.1093
H 3.6604 5.4781 0.6350  0.1282
H 5.1356 4.4220 2.5753  0.0757
H 4.6229 2.7918 2.9743  0.0667
H 3.4505 4.0473 2.7620  0.0904
H 2.8792 2.6464 -0.5944  0.0882
H 2.0726 3.2690 0.8080  0.0760
H 2.8549 1.7142 0.9273  0.0616
H 5.0400 0.7396 0.2877  0.1026
N -0.1082 -0.5283 -0.0890  0.1914
C -0.1997 0.8274 -0.2579  -0.6311
N -0.3655 1.1118 -1.5800  0.1943
O -0.3043 1.6800 0.6062  0.0251
H -0.3584 -1.1428 -0.8445  0.0549
H 0.0234 -0.9986 0.7876  0.0669
H -0.3659 0.3656 -2.2602  0.0486
H -0.4623 2.0431 -1.9369  0.0756
C -3.0958 1.9938 3.7445  -0.0870
C -1.9510 2.9879 3.7479  -0.2993
O -1.6365 3.4233 2.4177  -0.0972
H -2.8830 1.0335 3.2815  0.0422
H -3.9528 2.4782 3.2731  0.0775
H -3.4279 1.8586 4.7818  0.0777
H -1.0375 2.6366 4.2323  0.0946
H -2.3136 3.8884 4.2466  0.1091
H -1.0729 2.7483 2.0165  0.0253
C 2.0693 -1.9533 -2.9464  -0.0808
C 1.2613 -0.9381 -3.7245  -0.2918
O -0.1478 -1.1537 -3.5250  -0.1139
H 3.1409 -1.8120 -3.0642  0.0799
H 1.7756 -2.9629 -3.2497  0.0616
H 1.7929 -1.9400 -1.8876  0.0566
H 1.5041 -1.0175 -4.7873  0.1164
H 1.5113 0.0814 -3.4217  0.1033
H -0.5356 -1.4037 -4.3669  0.0908
C 0.5106 4.7457 -1.5323  -0.0665
C 0.1170 5.5550 -0.3022  -0.3136
O -1.3044 5.6636 -0.2772  -0.0786
H -0.0615 5.1565 -2.3618  0.0723
H 0.2666 3.7062 -1.3233  0.0365
H 1.5980 4.7759 -1.6142  0.0586
H 0.5695 6.5538 -0.3048  0.1075
H 0.5020 5.0593 0.5958  0.1002
H -1.5719 5.5760 0.6435  0.0719

Calculated Kohn-Sham gap in order - 9.31; 8.30 eV
Calculated energy relative to the best compared isomer or geometry (same formula, charge and spin) in order - 399.6; 0.0 kJ/mol